Formula: C3H6N3O2
Source: OMol25
Level of theory: the ωB97M-V functional and the def2-TZVPD basis

Element x y z (Å)
N: -2.132 0.388 -0.507
C: -1.438 -0.406 0.337
N: 0.151 -0.161 0.266
C: 1.143 -1.011 -0.044
C: 2.400 -0.217 -0.100
O: 3.473 -0.632 -0.143
O: 2.023 1.073 0.119
N: 0.643 1.085 0.405
H: -2.347 1.398 -0.305
H: -2.135 0.155 -1.529
H: -1.491 -0.103 1.353
H: -1.550 -1.481 0.014
H: 0.953 -2.081 -0.188
H: 0.307 1.993 0.321

As for the charge: +1. Its multiplicity is 1. Its relative energy (zero: lowest compared OMol25 entry of this formula, charge and spin) is 340.6 kJ/mol. As for the HOMO-LUMO gap: 9.4 eV.

Atomic partial charges in e from the Löwdin method, atoms 1 to 8: 0.05, -0.15, 0.00, 0.17, -0.46, 0.24, 0.15, 0.10

=====

Formula: C3H8N2P
Source: OMol25
Level of theory: the ωB97M-V functional and the def2-TZVPD basis

Element x y z (Å)
C: -1.067 0.647 0.923
C: 1.139 0.766 -0.439
C: -0.971 -1.452 -0.255
N: 0.022 1.288 0.335
N: -1.417 -0.592 0.670
P: 2.003 -0.604 0.564
H: -1.728 1.226 1.447
H: 0.962 0.287 -1.318
H: 2.017 1.418 -0.513
H: -1.075 -2.500 -0.177
H: -0.168 -1.109 -0.831
H: 0.101 2.298 0.686
H: -2.127 -0.930 1.289
H: 2.605 -1.051 -0.613

As for the charge: +1. The expectation value of S² is 2.023. Its multiplicity is 3. Its relative energy (zero: lowest compared OMol25 entry of this formula, charge and spin) is 0.0 kJ/mol. As for the HOMO-LUMO gap (alpha / beta): 8.5 / 8.4 eV.

Atomic partial charges in e from the Löwdin method, atoms 1 to 8: -0.06, -0.47, 0.08, 0.00, 0.03, 0.84, 0.13, 0.02

=====

Formula: C39H39AsF6N2O5SSb2V
Source: OMol25
Level of theory: the ωB97M-V functional and the def2-TZVPD basis

Element x y z (Å)
V: 0.212 0.038 -0.082
C: 3.024 1.421 3.111
C: 2.549 0.565 4.270
C: 2.323 -0.873 3.846
Sb: 0.869 -1.302 2.360
C: 1.211 -3.372 2.312
C: 1.033 -3.889 3.599
C: 1.263 -5.238 3.829
C: 1.664 -6.060 2.786
C: 1.831 -5.537 1.512
C: 1.604 -4.189 1.263
C: -0.959 -1.115 3.345
C: -1.278 0.080 3.985
C: -2.459 0.181 4.704
C: -3.322 -0.905 4.774
C: -3.010 -2.093 4.122
C: -1.828 -2.205 3.400
Sb: 1.503 1.914 1.741
C: 2.530 3.110 0.396
C: 3.892 2.897 0.188
C: 4.588 3.767 -0.636
C: 3.922 4.820 -1.254
C: 2.563 5.015 -1.049
C: 1.853 4.155 -0.225
C: 0.289 3.316 2.685
C: 1.022 4.388 3.202
C: 0.341 5.439 3.801
C: -1.047 5.419 3.868
C: -1.762 4.355 3.336
C: -1.098 3.291 2.739
H: 3.821 0.937 2.548
H: 3.362 2.410 3.427
H: 1.656 0.988 4.736
H: 3.318 0.565 5.046
H: 1.960 -1.487 4.670
H: 3.229 -1.330 3.446
H: 0.701 -3.274 4.426
H: 1.126 -5.640 4.824
H: 1.846 -7.110 2.968
H: 2.143 -6.181 0.700
H: 1.749 -3.810 0.268
H: -0.616 0.936 3.950
H: -2.698 1.103 5.220
H: -4.235 -0.830 5.351
H: -3.679 -2.942 4.193
H: -1.583 -3.141 2.913
H: 4.421 2.081 0.664
H: 5.650 3.629 -0.791
H: 4.471 5.497 -1.897
H: 2.053 5.839 -1.531
H: 0.796 4.320 -0.058
H: 2.104 4.435 3.133
H: 0.895 6.275 4.205
H: -1.572 6.244 4.331
H: -2.843 4.355 3.380
H: -1.660 2.474 2.315
O: -2.930 1.012 1.245
C: -2.681 0.121 0.501
O: -1.405 -0.366 0.318
C: -3.685 -0.604 -0.363
N: -4.876 0.321 -0.518
C: -6.106 -0.421 -0.017
C: -5.521 -1.358 1.022
C: -4.248 -1.859 0.337
H: -3.242 -0.814 -1.332
H: -4.975 0.655 -1.477
H: -4.702 1.139 0.075
H: -6.519 -0.966 -0.864
H: -6.834 0.304 0.338
H: -6.212 -2.161 1.264
H: -5.284 -0.818 1.942
H: -4.484 -2.611 -0.415
H: -3.522 -2.287 1.026
O: -0.304 -2.748 -2.113
C: 0.778 -2.330 -1.867
N: 1.093 -1.706 -0.564
S: 2.487 -0.902 -0.693
O: 3.372 -1.010 0.426
O: 1.916 0.524 -0.816
C: 3.037 -1.548 -2.178
C: 4.274 -1.399 -2.780
C: 4.457 -2.087 -3.973
C: 3.438 -2.864 -4.522
C: 2.198 -2.989 -3.900
C: 2.004 -2.322 -2.709
H: 5.058 -0.788 -2.353
H: 5.410 -2.020 -4.482
H: 3.619 -3.387 -5.452
H: 1.404 -3.586 -4.329
F: -0.379 1.940 -0.437
As: -0.783 2.055 -2.318
F: -2.350 1.551 -1.785
F: -0.339 0.283 -2.159
F: -1.202 1.929 -3.933
F: 0.856 2.359 -2.556
F: -1.165 3.672 -2.055

As for the charge: +3. Its multiplicity is 1. As for the HOMO-LUMO gap (alpha / beta): 6.1 / 5.6 eV.

Atomic partial charges in e from the Löwdin method, atoms 1 to 8: 0.74, -0.32, -0.32, -0.30, 1.66, -0.34, -0.14, -0.04

=====

Formula: C6H16
Source: OMol25
Level of theory: the ωB97M-V functional and the def2-TZVPD basis

Element x y z (Å)
C: 0.197 1.810 0.286
C: -0.807 1.206 -0.664
C: -1.784 2.372 -0.968
H: 0.847 2.536 -0.279
H: 0.694 0.863 0.652
H: 0.025 2.487 1.175
H: -0.395 0.663 -1.565
H: -1.412 0.330 -0.297
H: -2.774 2.156 -1.349
H: -1.804 2.930 -0.007
H: -1.538 3.132 -1.620
C: -0.438 -2.088 0.706
C: 1.160 -2.422 0.655
C: 1.810 -1.268 -0.054
H: -0.608 -1.383 1.641
H: -0.608 -1.536 -0.204
H: -1.205 -2.732 0.819
H: 1.464 -2.612 1.658
H: 1.385 -3.239 0.160
H: 1.381 -0.388 0.300
H: 2.830 -1.486 0.046
H: 1.577 -1.331 -1.090

Its multiplicity is 1. Its relative energy (zero: lowest compared OMol25 entry of this formula, charge and spin) is 261.6 kJ/mol. As for the HOMO-LUMO gap: 11.8 eV.

Atomic partial charges in e from the Löwdin method, atoms 1 to 8: -0.15, -0.32, -0.13, 0.09, 0.04, 0.09, 0.12, 0.09

=====

no.,total energy (Eh)
1,-432.271610
2,-569.580589
3,-6652.074512
4,-238.096880